{"formula": "C22H29BN9O5W", "method": "the ωB97M-V functional and the def2-TZVPD basis", "symbols": ["W", "O", "O", "O", "O", "O", "N", "N", "N", "N", "N", "N", "N", "N", "N", "C", "C", "C", "C", "C", "C", "C", "C", "C", "C", "C", "C", "C", "C", "C", "C", "C", "C", "C", "C", "C", "C", "B", "H", "H", "H", "H", "H", "H", "H", "H", "H", "H", "H", "H", "H", "H", "H", "H", "H", "H", "H", "H", "H", "H", "H", "H", "H", "H", "H", "H", "H"], "coordinates": [[-0.091, 1.228, 0.257], [0.353, 0.692, 2.371], [-1.722, 2.335, 0.007], [0.956, 2.553, -0.742], [1.650, 4.612, -1.242], [-2.178, 4.528, -0.275], [-1.416, -0.484, 0.711], [1.614, -0.177, 0.186], [-1.045, -1.711, 0.246], [1.461, -1.485, -0.199], [0.782, -4.257, -0.916], [0.010, -3.320, -1.318], [-0.182, -0.905, -1.970], [0.151, 3.193, 1.721], [-0.431, 0.412, -1.712], [3.629, -1.135, 0.071], [0.306, -5.450, -1.490], [0.121, 1.551, 3.513], [-1.222, 3.755, 1.794], [1.010, -6.703, -1.237], [-0.930, 2.481, -3.060], [-0.156, -1.087, -3.305], [2.676, -2.059, -0.283], [-1.796, 3.616, 0.390], [-3.324, 0.495, 1.986], [-1.976, -2.615, 0.609], [-0.850, -5.173, -2.245], [1.031, 4.165, 1.017], [-1.040, -3.837, -2.127], [0.661, 2.884, 3.078], [-0.441, 0.104, -3.919], [-0.607, 1.039, -2.889], [1.225, 3.828, -0.454], [3.482, 1.364, 0.730], [-2.966, -1.975, 1.312], [-2.587, -0.631, 1.348], [2.927, 0.038, 0.346], [0.094, -1.847, -0.790], [1.004, -6.915, -0.161], [2.022, 4.162, 1.470], [-2.786, 0.886, 2.850], [4.497, 1.253, 1.103], [-1.733, 2.795, -2.396], [2.879, 1.831, 1.508], [0.077, -2.046, -3.738], [0.344, -0.245, 2.604], [-0.518, 0.295, -4.975], [-0.945, 1.571, 3.738], [-0.058, 3.102, -2.857], [0.663, 1.154, 4.369], [0.570, -7.535, -1.778], [-1.202, 4.799, 2.102], [-1.446, -5.877, -2.801], [-3.847, -2.413, 1.747], [0.638, 5.178, 1.091], [-1.236, 2.652, -4.089], [2.067, -6.596, -1.503], [4.694, -1.283, 0.123], [0.390, 3.667, 3.791], [-1.884, -3.660, 0.366], [3.504, 2.030, -0.134], [-3.482, 1.303, 1.275], [2.790, -3.087, -0.570], [-1.827, 3.162, 2.479], [-4.291, 0.144, 2.339], [1.747, 2.831, 3.036], [-1.808, -3.183, -2.508]], "homo_ev": [-13.663, -14.858], "e_above_lowest_kj_mol": 0.0, "lumo_energy_ev": [-5.940, -9.721], "multiplicity": 4, "s2": 3.77, "charge": 2}

{"formula": "C22H29Br4NO2S2", "method": "the ωB97M-V functional and the def2-TZVPD basis", "symbols": ["Br", "Br", "Br", "Br", "S", "S", "O", "O", "N", "C", "C", "C", "C", "C", "C", "C", "C", "C", "C", "C", "C", "C", "C", "C", "C", "C", "C", "C", "C", "C", "C", "H", "H", "H", "H", "H", "H", "H", "H", "H", "H", "H", "H", "H", "H", "H", "H", "H", "H", "H", "H", "H", "H", "H", "H", "H", "H", "H", "H", "H"], "coordinates": [[-4.556, -0.982, 1.665], [-4.578, -3.061, -1.389], [-3.608, -5.108, 3.221], [-2.363, -1.948, 4.675], [1.428, -1.484, 2.801], [2.247, -0.549, 0.029], [-0.338, 7.245, -3.337], [2.380, 2.604, -4.914], [0.966, -3.126, 0.716], [3.381, 0.580, 0.980], [3.882, 3.207, 0.524], [2.920, 3.471, -2.045], [-3.391, -3.385, 5.500], [2.843, 2.091, 1.124], [-5.876, -1.085, 0.234], [-1.541, -2.968, 0.952], [1.311, 5.540, -2.622], [0.383, 6.276, -3.716], [3.025, 4.012, -0.594], [2.317, 5.322, -0.108], [-0.282, -3.001, -0.092], [-2.935, -4.737, 5.013], [1.868, 3.719, -4.587], [2.053, 4.232, -3.095], [1.517, -1.828, 1.139], [0.318, 5.788, -5.232], [1.440, 6.095, -1.157], [1.985, -4.026, 0.103], [-6.056, -2.505, -0.241], [2.204, -3.852, -1.482], [1.024, 4.604, -5.597], [2.394, 5.742, 0.947], [2.992, -3.850, 0.620], [-5.549, -0.404, -0.551], [-1.590, -1.899, 1.386], [2.587, 2.379, 2.198], [-0.485, -3.918, -0.763], [1.856, 2.141, 0.526], [-1.265, -3.686, 1.811], [-4.442, -3.183, 5.292], [-0.356, -2.060, -0.735], [4.416, 0.587, 0.481], [-3.211, -3.282, 6.571], [0.978, 4.296, -6.707], [1.704, -5.125, 0.332], [3.463, 2.520, -2.376], [-6.117, -3.228, 0.572], [-6.946, -2.591, -0.866], [1.883, -4.818, -2.032], [3.346, -3.780, -1.659], [-3.347, -5.530, 5.639], [1.757, -2.908, -1.936], [0.868, 7.045, -0.853], [-0.291, 6.380, -6.003], [-2.524, -3.277, 0.447], [-1.850, -4.839, 4.972], [4.167, 3.917, 1.390], [-6.800, -0.707, 0.676], [4.832, 2.743, 0.098], [3.564, 0.194, 2.056]], "homo_ev": -8.223, "lumo_energy_ev": -1.480, "smiles": "CCN(CC)C(=S)SCCCc1ccc2c(c1)C(=O)C=CC2=O.BrCCBr.BrCCBr", "charge": 0}

{"formula": "C22H29BrClN4ORuS", "method": "the ωB97M-V functional and the def2-TZVPD basis", "symbols": ["Ru", "Br", "Cl", "S", "O", "N", "N", "N", "N", "C", "C", "C", "C", "C", "C", "C", "C", "C", "C", "C", "C", "C", "C", "C", "C", "C", "C", "C", "C", "C", "C", "H", "H", "H", "H", "H", "H", "H", "H", "H", "H", "H", "H", "H", "H", "H", "H", "H", "H", "H", "H", "H", "H", "H", "H", "H", "H", "H", "H", "H"], "coordinates": [[-0.393, 0.274, 0.150], [-5.534, 2.318, 1.516], [0.317, 0.646, 3.404], [0.395, -3.254, -0.658], [0.152, -1.753, -0.527], [-0.188, 2.259, 0.776], [-1.623, -0.011, -1.700], [0.996, 0.916, -1.345], [-2.151, 0.020, 1.303], [0.885, -3.900, 0.919], [-2.484, -5.960, -1.351], [-2.389, -0.956, 2.186], [-1.130, 0.990, -2.676], [-3.595, -3.903, -0.765], [-1.250, -5.346, -1.206], [-3.098, 0.955, 1.127], [1.499, 2.264, -0.944], [2.216, -4.268, 1.044], [-2.364, -3.277, -0.614], [0.361, 3.073, -0.341], [-3.556, -1.021, 2.924], [0.385, 0.885, -2.716], [-1.209, -4.011, -0.830], [2.667, -4.763, 2.262], [1.788, -4.880, 3.326], [0.449, -4.521, 3.185], [-0.012, -4.039, 1.974], [-4.286, 0.957, 1.832], [0.608, -0.245, 1.877], [-4.525, -0.049, 2.758], [-3.652, -5.241, -1.129], [2.278, 2.118, -0.193], [-0.978, 2.698, 1.245], [0.377, -1.287, 2.077], [1.768, 0.256, -1.342], [1.949, 2.784, -1.790], [-1.062, -3.817, 1.832], [-4.612, -5.726, -1.246], [0.808, 1.686, -3.323], [0.521, 2.203, 1.509], [-1.618, -1.699, 2.310], [-2.636, -0.055, -1.660], [0.673, -0.058, -3.181], [-2.534, -7.000, -1.643], [2.894, -4.168, 0.205], [-3.694, -1.829, 3.629], [-2.907, 1.719, 0.384], [1.679, -0.176, 1.666], [3.701, -5.058, 2.375], [-0.431, 3.247, -1.067], [-0.336, -5.901, -1.384], [-2.299, -2.235, -0.328], [2.139, -5.269, 4.273], [-5.445, -0.067, 3.327], [-1.541, 0.832, -3.675], [-1.450, 1.977, -2.346], [0.710, 4.044, 0.010], [-4.509, -3.348, -0.599], [-0.233, -4.642, 4.016], [-1.296, -0.936, -1.971]], "homo_ev": [-14.530, -14.532], "e_above_lowest_kj_mol": 64.4, "lumo_energy_ev": [-5.416, -6.892], "multiplicity": 2, "s2": 0.75, "charge": 2}

{"formula": "C22H29F3N2O2", "method": "the ωB97M-V functional and the def2-TZVPD basis", "symbols": ["F", "F", "F", "O", "O", "N", "N", "C", "C", "C", "C", "C", "C", "C", "C", "C", "C", "C", "C", "C", "C", "C", "C", "C", "C", "C", "C", "C", "C", "H", "H", "H", "H", "H", "H", "H", "H", "H", "H", "H", "H", "H", "H", "H", "H", "H", "H", "H", "H", "H", "H", "H", "H", "H", "H", "H", "H", "H"], "coordinates": [[-4.314, -3.661, -0.989], [-3.013, -2.806, 0.494], [-5.097, -3.103, 0.933], [-3.083, 1.634, 3.093], [0.276, 1.404, -2.006], [-2.553, 2.079, 0.955], [1.986, 2.282, -0.822], [-4.423, 1.041, -0.224], [-5.223, -1.159, -1.747], [3.246, -0.465, -1.092], [-1.643, 2.150, -0.169], [3.963, 0.876, -1.244], [4.044, -2.584, 1.786], [3.480, -2.924, -0.500], [4.076, -3.653, 0.698], [-3.954, 2.210, 0.602], [-5.092, 1.218, -1.427], [4.398, -1.280, 1.055], [4.125, -1.532, -0.445], [-4.159, -0.249, 0.219], [3.027, 1.963, -1.774], [-4.246, -2.718, -0.037], [-5.495, 0.127, -2.179], [-2.237, 1.722, 2.221], [-0.771, 1.477, 2.528], [-4.549, -1.338, -0.546], [0.052, 1.114, 1.302], [-0.176, 2.187, 0.236], [0.699, 1.911, -0.990], [-3.650, -0.404, 1.158], [-6.017, 0.278, -3.111], [3.795, -0.453, 1.432], [-0.728, 0.690, 3.283], [5.445, -1.024, 1.214], [2.343, -0.333, -0.492], [-1.796, 1.285, -0.828], [-1.889, 3.047, -0.750], [1.109, 1.044, 1.571], [2.284, 2.644, 0.070], [-4.509, 2.245, 1.545], [-0.383, 2.389, 2.990], [2.400, -2.835, -0.376], [4.731, -2.798, 2.604], [0.081, 3.168, 0.650], [3.036, -2.520, 2.200], [-0.262, 0.145, 0.909], [-5.300, 2.217, -1.779], [5.107, -3.943, 0.485], [4.798, 0.766, -1.937], [3.593, 2.873, -1.998], [-5.522, -2.014, -2.333], [2.523, 1.622, -2.681], [3.515, -4.546, 0.971], [-4.106, 3.147, 0.058], [4.370, 1.191, -0.280], [5.078, -1.566, -0.982], [2.932, -0.809, -2.080], [3.676, -3.430, -1.445]], "homo_ev": -9.322, "e_above_lowest_kj_mol": 6.1, "lumo_energy_ev": 0.529, "smiles": "O=C(NCCCC1CCCC1)[C@@H]1CCC(=O)N(Cc2cccc(C(F)(F)F)c2)C1", "charge": 0}

no.,E_tot (a.u.)
1,-1816.30823
2,-12153.05845
3,-4676.75661
4,-1415.39510